Here is a molecular structure, C5H6O2V in a non-equilibrium geometry from the OMol25 dataset. Energies are from wB97M-V/def2-TZVPD.

Computed properties:
lowest unoccupied orbital energy (spin up / spin down) = 0.04 / 0.01 eV
strongest force on any atom = 2.97 eV/A
HOMO-LUMO gap (spin up / spin down) = 6.193 / 5.080 eV
⟨S²⟩ = 3.952

Structure (ORCA input):
```
! wB97M-V def2-TZVPD RIJCOSX def2/J DEFGRID3
* xyz 0 4
C -1.32180 0.68466 1.72708
C -0.95621 0.21787 0.65944
C -0.88310 -0.40287 -0.66686
C -0.81605 -1.90661 -0.58781
O -1.41113 -2.64920 -1.33883
V -3.20871 -2.43623 -2.61157
H -1.80892 1.09338 2.59580
H 0.04868 -0.08020 -1.16545
H -1.72060 -0.09474 -1.30742
H -0.14547 -2.32624 0.18788
C 1.39943 1.34648 1.87641
O 1.99926 2.44700 1.49710
H 2.21568 0.69245 2.25971
H 1.39758 3.00265 0.98099
*
```

Löwdin population analysis, charges in e, atoms 1 to 6: 0.085 -0.177 -0.187 -0.240 -0.243 0.282